Computed, not measured: a structure of composition C23H49N5NaOSSi4 at a distorted geometry, with the ωB97M-V functional and the def2-TZVPD basis.

Geometry as XYZ:
```
84
Properties=species:S:1:pos:R:3:forces:R:3:lowdin_charge:R:1
Na -15.615652 -0.460028 10.323926 0.4 0.2 0.2 0.015
C -15.934316 -6.607643 12.400336 0.4 0.6 0.2 -0.095
C -15.713845 -5.408285 13.343644 0.7 0.1 -0.4 -0.260
N -14.781985 -4.391479 12.851436 -0.8 -0.3 0.0 -0.052
C -15.167729 -3.361381 12.041660 0.3 0.2 -0.2 -0.852
S -13.894105 -2.386157 11.372347 -0.4 -0.3 0.2 0.498
N -16.484942 -3.295317 11.884707 -0.3 0.6 -0.4 -0.028
N -16.908258 -2.264283 11.102675 -0.4 -0.2 -0.1 0.020
C -18.184361 -2.220763 10.866587 1.1 0.2 -0.1 -0.290
C -19.097096 -3.232803 11.417256 -0.5 -0.8 0.1 -0.055
C -18.697937 -1.112611 10.035866 0.1 0.2 -0.4 -0.207
C -20.054799 -0.904168 9.805680 -0.7 0.3 0.0 -0.026
C -20.476284 0.233663 9.123836 0.0 0.1 0.0 -0.079
C -19.545035 1.133497 8.641069 0.1 -0.3 0.2 -0.063
C -18.206602 0.818742 8.845643 -0.4 -0.2 -0.1 -0.126
N -17.810923 -0.265797 9.485521 0.3 -0.1 0.4 0.099
H -16.610779 -7.292563 12.902213 -0.1 -0.3 -0.1 0.055
H -14.976312 -7.113894 12.185218 -0.4 0.1 0.0 0.070
H -16.391197 -6.268240 11.468772 0.1 -0.1 0.0 0.062
H -15.311449 -5.764282 14.289686 0.0 -0.1 0.2 0.099
H -16.644090 -4.887680 13.518726 -0.3 -0.1 0.1 0.087
H -13.803087 -4.567958 12.864329 0.5 -0.1 0.0 0.081
H -18.552543 -4.175645 11.495734 -0.1 0.0 -0.2 0.063
H -19.999575 -3.348956 10.814892 0.0 -0.1 0.1 0.063
H -19.373320 -3.007320 12.443814 -0.2 0.2 0.2 0.084
H -20.825316 -1.572293 10.164248 0.2 -0.1 0.2 0.094
H -21.532876 0.445991 8.977919 0.1 -0.2 0.1 0.102
H -19.843023 2.028344 8.127515 0.0 0.2 -0.1 0.096
H -17.418549 1.450350 8.480074 0.3 0.3 -0.1 0.068
C -16.031009 2.934842 15.171870 1.1 -0.5 0.2 -0.061
N -15.662762 2.094380 14.047328 0.2 -0.3 -0.2 -0.148
C -14.276567 1.647505 14.004071 -0.1 -0.2 0.0 -0.035
C -16.568640 1.554374 13.177871 0.0 0.5 0.5 -0.492
C -17.971672 2.097322 13.302920 0.0 -0.2 0.5 0.014
O -16.285230 0.697108 12.367546 0.1 -0.2 -0.3 0.034
H -15.096284 3.269773 15.648337 -0.4 -0.2 -0.1 0.093
H -16.622801 2.393868 15.904348 -0.1 -0.1 0.2 0.088
H -16.542186 3.819154 14.882235 -0.6 0.8 -0.4 0.067
H -13.627546 2.514244 13.899620 0.2 0.0 0.1 0.084
H -14.117332 1.001150 13.149740 -0.1 0.0 -0.2 0.076
H -14.021287 1.061130 14.897565 0.0 0.2 -0.1 0.096
H -18.419015 1.703162 14.216431 -0.1 0.0 0.1 0.087
H -18.554114 1.744617 12.473764 -0.2 -0.1 -0.4 0.075
H -18.004264 3.178920 13.383626 0.0 0.1 -0.2 0.075
C -14.381090 -0.427684 6.338464 -0.2 -0.2 -0.2 -0.231
Si -14.317031 1.439534 6.640445 0.0 -0.2 0.5 0.241
C -12.961865 2.098324 5.528737 0.0 0.4 -0.6 -0.241
C -15.930589 2.084588 5.913401 -0.7 0.2 -0.4 -0.239
Si -14.146051 1.833490 8.922629 -0.2 -0.6 0.3 0.391
Si -14.566332 4.050649 9.302773 -0.1 0.3 0.2 0.240
C -14.207419 4.582955 11.088658 0.0 0.2 0.1 -0.229
C -16.413418 4.460325 9.117197 0.1 -0.5 -1.1 -0.238
C -13.716073 5.305033 8.190786 0.0 0.0 -0.7 -0.236
Si -11.856564 1.598964 9.266470 -0.2 -0.7 0.1 0.253
C -10.786566 2.942177 8.558308 0.1 1.2 0.2 -0.244
C -11.229923 -0.040435 8.515332 -0.2 -0.1 0.2 -0.226
C -11.390043 1.499481 11.094713 0.4 0.5 0.2 -0.233
H -14.526260 -0.668564 5.260058 0.2 0.1 0.6 0.032
H -15.227789 -0.847102 6.893670 -0.1 0.1 -0.1 0.014
H -13.501199 -0.935169 6.746078 0.0 0.0 -0.3 0.009
H -13.305563 1.867518 4.495975 0.5 0.3 0.3 0.028
H -11.996484 1.630232 5.715631 0.0 -0.3 -0.1 0.009
H -12.764351 3.177768 5.654698 -0.4 -0.3 -0.2 0.018
H -16.029566 1.819552 4.838318 0.2 0.2 0.5 0.028
H -15.964723 3.186150 5.998628 -0.1 -0.4 -0.1 0.014
H -16.834677 1.665794 6.406608 0.6 0.3 -0.2 0.010
H -14.753188 3.942784 11.784172 0.0 0.0 0.1 0.002
H -14.506416 5.628976 11.269867 -0.1 -0.2 -0.1 0.025
H -13.150768 4.523651 11.340663 0.2 -0.1 0.0 0.007
H -16.986050 3.799476 9.767201 -0.2 0.1 0.1 0.005
H -16.713676 4.248364 8.056581 0.1 0.2 0.8 0.021
H -16.616529 5.509945 9.323820 -0.1 0.1 0.1 0.015
H -12.624148 5.279734 8.252207 -0.1 0.1 0.2 0.004
H -14.098223 6.316687 8.383478 0.2 -0.1 -0.1 0.019
H -13.951192 5.034105 7.142847 0.0 0.2 0.3 0.018
H -11.041255 3.157035 7.518146 0.3 -0.2 -0.1 0.007
H -9.717807 2.735414 8.689283 -0.1 0.0 -0.2 0.023
H -10.987598 3.896345 9.097261 0.1 -0.5 -0.2 0.022
H -11.437817 -0.052217 7.436571 0.1 -0.2 0.2 -0.001
H -11.710435 -0.919738 8.986654 0.0 0.4 -0.3 0.025
H -10.152059 -0.156321 8.682335 0.0 0.1 -0.1 0.019
H -11.858899 2.336738 11.641084 0.2 -0.3 -0.1 0.004
H -10.287633 1.549071 11.267938 -0.7 -0.1 -0.2 0.033
H -11.769915 0.564477 11.496293 -0.1 -0.1 0.2 0.008
```
Forces are in eV/Å.

* charge: -1
* frontier orbital gap: 0.1989 hartree
* highest occupied orbital energy: -3.36 eV
* 2S+1: 1